Entry 1:
The following is a quantum chemistry calculation of a 7-piece molecular cluster, C51H54BrCl2F6N3O4P overall, from the OMol25 dataset.

CARTESIAN COORDINATES (ANGSTROEM)
Br (3.0082, -1.0232, 3.8381)
Cl (2.1151, 2.0114, -0.6705)
Cl (1.6398, 4.6562, 0.8473)
P (-0.3925, -2.6367, 2.7411)
F (-3.4164, 2.6268, -4.8335)
F (4.2850, -3.5624, 1.5450)
F (8.4086, -2.6629, 0.7133)
F (-8.2357, 0.0037, -3.1152)
F (5.1136, 0.4044, -1.5409)
F (-5.6185, -0.1395, 1.2727)
O (-3.4776, -1.9263, 2.2231)
O (-1.0358, -2.7344, 4.0552)
O (-2.0322, 2.0991, 0.0249)
O (-1.8330, 0.1217, 4.3543)
N (-2.3273, 0.0567, 2.1016)
N (0.9606, 0.9182, 1.4346)
N (-0.9489, 0.0541, 1.9025)
C (-1.4496, 2.0320, -1.2702)
C (-3.0782, -1.0692, 0.0143)
C (-2.6412, 0.3560, 3.5070)
C (2.5123, -1.1115, 1.9402)
C (-3.0072, -1.0961, 1.5059)
C (-1.1338, 2.3892, 1.0629)
C (-11.4562, 0.2731, -4.7243)
C (-0.3560, 1.1585, 1.4583)
C (-9.3834, 0.5416, -3.5949)
C (6.4885, 2.1324, -4.4006)
C (4.8429, 0.0143, 1.5683)
C (-6.9524, -0.4335, 1.2391)
C (1.1993, -0.3985, 1.8103)
C (-9.6106, 1.8895, -3.4116)
C (3.0748, 3.4361, 2.7531)
C (3.8576, -7.6390, 1.7319)
C (-9.6244, -1.0234, 1.1650)
C (-8.9713, -0.9170, 2.3852)
C (-1.0181, 4.5079, -6.7715)
C (-10.7890, 2.4315, -3.9044)
C (7.8143, 2.2563, -4.0094)
C (-2.6709, 4.8409, -4.5637)
C (9.1644, -2.9531, 4.7320)
C (5.5692, 1.5039, -3.5726)
C (-1.8593, 5.8824, -4.9904)
C (-8.9240, -0.8325, -0.0184)
C (3.9978, -7.0145, 0.5002)
C (7.3178, 1.1259, -1.9417)
C (-7.5712, -0.5276, 0.0126)
C (-1.8199, 3.4564, -6.3511)
C (7.6431, -3.1569, 2.8784)
C (-3.9454, 1.0527, 3.7486)
C (-10.2797, -0.2829, -4.2420)
C (4.1383, -5.6359, 0.4237)
C (3.8607, -6.8850, 2.8971)
C (-1.0339, 5.7195, -6.0941)
C (-2.6340, 3.6456, -5.2530)
C (8.6621, -2.7604, 2.0369)
C (4.1403, -4.9163, 1.5986)
C (2.0019, 1.8864, 1.0962)
C (7.9025, -3.2532, 4.2380)
C (-7.6159, -0.6223, 2.4316)
C (8.2259, 1.7522, -2.7835)
C (-0.0090, -0.9480, 2.1312)
C (-11.7118, 1.6272, -4.5586)
C (1.8371, 3.2237, 1.8849)
C (3.6529, -0.7577, 0.9744)
C (4.0071, -5.5063, 2.8378)
C (10.1710, -2.5559, 3.8621)
C (9.9262, -2.4579, 2.4997)
C (6.0087, 1.0173, -2.3602)
H (9.3643, -3.0292, 5.7919)
H (2.9529, 1.4758, 1.4048)
H (-9.4275, -0.9188, -0.9711)
H (-7.0089, -0.3672, -0.8973)
H (-12.6292, 2.0547, -4.9389)
H (4.0839, -1.6696, 0.5754)
H (4.2471, -5.1275, -0.5251)
H (-10.0556, -1.3339, -4.3643)
H (3.9184, 3.7087, 2.1194)
H (0.9430, 3.1720, 2.5010)
H (-1.8753, 6.8240, -4.4583)
H (-3.3281, 4.9511, -3.7112)
H (-9.5160, -1.0650, 3.3076)
H (7.6166, 0.7252, -0.9821)
H (8.5266, 2.7437, -4.6606)
H (10.6971, -2.1557, 1.8040)
H (-4.5552, 1.1808, 2.8618)
H (-1.8209, 2.5039, -6.8637)
H (0.8733, -3.2245, 2.6351)
H (-1.1136, 1.0130, -1.4886)
H (4.5420, 0.8935, 2.1420)
H (-0.4668, 3.1966, 0.7646)
H (5.4605, -0.6298, 2.1904)
H (3.7481, -8.7133, 1.7833)
H (3.2872, -0.1818, 0.1239)
H (9.2597, 1.8425, -2.4792)
H (2.2819, -2.1603, 1.7820)
H (-10.6797, -1.2573, 1.1359)
H (2.8916, 4.2579, 3.4431)
H (-0.4068, 6.5348, -6.4277)
H (-3.5212, -2.0035, -0.3217)
H (4.0007, -7.6010, -0.4082)
H (-2.2047, 2.3378, -1.9919)
H (3.3012, 2.5385, 3.3315)
H (-3.7335, -0.2432, -0.2663)
H (3.7510, -7.3688, 3.8580)
H (6.6672, -3.3788, 2.4664)
H (6.1658, 2.5251, -5.3552)
H (7.1158, -3.5659, 4.9119)
H (4.5322, 1.3892, -3.8584)
H (5.4577, 0.3831, 0.7483)
H (-4.4640, 0.5016, 4.5320)
H (-7.0839, -0.5437, 3.3702)
H (-3.6774, 2.0215, 4.1774)
H (-1.7471, 2.6828, 1.9161)
H (11.1548, -2.3202, 4.2446)
H (-1.1201, -3.1644, 1.6651)
H (-8.8793, 2.4945, -2.8932)
H (4.0214, -4.8967, 3.7322)
H (-0.5911, 2.6989, -1.3812)
H (-2.0988, -0.9058, -0.4353)
H (-10.9849, 3.4874, -3.7760)
H (-0.3804, 4.3786, -7.6355)
H (-12.1746, -0.3562, -5.2318)

Results
DFT total energy in hartree: -6875.6981
ΔE to the lowest compared entry with this formula, charge and spin in kJ/mol: 0.0
Max |F| in eV/A: 0.96
Molecular weight in g mol⁻¹: 1068.8
E_HOMO in eV: -10.7
Spin multiplicity: 1
Charge: +1

***

Entry 2:
The following is a quantum chemistry calculation of C51H54GeN6O5PW as an isolated structure, from the OMol25 dataset.

CARTESIAN COORDINATES (ANGSTROEM)
W (-0.1690, 0.3976, -0.1726)
Ge (-3.5008, 2.8397, 5.0321)
P (-0.0811, 2.5392, -1.3516)
O (1.5900, 0.4366, 0.6911)
O (-0.7429, 1.3755, 1.6896)
O (4.5245, -0.4421, -2.7579)
O (-2.1716, 0.6022, 0.2783)
O (3.2116, -0.5218, 1.8848)
N (4.2316, -1.0733, -4.9200)
N (2.7024, -0.8116, 4.8402)
N (0.9608, 0.3212, 5.8775)
N (-0.0954, -1.5359, 1.0961)
N (2.5961, 1.4865, 4.7403)
N (0.6429, -0.6480, -1.7476)
C (-0.4230, 2.2712, -3.1118)
C (-1.8139, 1.2741, 6.8498)
C (0.2464, -2.2298, -3.4931)
C (-3.1603, 4.6686, 4.4434)
C (2.0925, -2.1396, 4.9405)
C (3.8201, -0.8392, -3.6617)
C (-7.6478, 2.6894, 4.3387)
C (-3.0620, 5.9145, -0.5526)
C (-1.3540, 1.2739, -3.4159)
C (-1.9689, 1.2842, 1.3751)
C (4.1280, 4.0567, -0.3660)
C (3.1408, 3.9556, 0.6090)
C (-6.2788, 2.8793, 4.1970)
C (1.8821, 3.4900, 0.2776)
C (2.5856, 3.2446, -2.0230)
C (-3.5116, 4.6177, -0.7726)
C (-2.5242, 7.3268, 3.8628)
C (1.3415, -1.8924, 1.2925)
C (-3.0272, 1.8844, 2.2113)
C (-2.5162, 2.4679, 6.6727)
C (1.5929, 3.1498, -1.0496)
C (-2.4910, 3.4204, 7.6915)
C (2.3580, -1.1045, -3.3462)
C (-5.9250, 2.0227, 6.4240)
C (-7.2962, 1.8341, 6.5628)
C (-5.4097, 2.5442, 5.2391)
C (0.0699, 3.0759, -4.1364)
C (-1.0695, 2.0031, 9.0204)
C (-0.1477, -1.5621, -2.3644)
C (-0.3027, 2.8241, -5.4497)
C (2.0901, 0.3256, 5.1583)
C (-1.7017, 6.1870, -0.5248)
C (2.1529, -0.5978, 1.3351)
C (-4.1300, 5.6645, 4.5400)
C (-1.7434, 1.0364, -4.7242)
C (1.0393, -2.4593, 3.8673)
C (-1.0952, 1.0409, 8.0191)
C (1.8801, -0.4406, -2.2370)
C (1.5248, -2.0026, -3.9989)
C (-2.5982, 3.5962, -0.9728)
C (-1.2279, 3.8722, -0.9355)
C (-2.6833, 1.6276, 3.6897)
C (-1.1920, 1.7994, -5.7448)
C (-0.7778, 5.1688, -0.7056)
C (-1.8688, 5.0209, 4.0371)
C (3.8524, 3.6955, -1.6753)
C (-1.7678, 3.1916, 8.8567)
C (-3.8135, 6.9878, 4.2483)
C (-8.1532, 2.1703, 5.5243)
C (-1.5494, 6.3418, 3.7539)
C (1.5880, -2.8435, 2.4652)
H (-3.7765, 6.7156, -0.4113)
H (-1.3545, 7.2009, -0.3721)
H (0.3340, -1.6205, 3.8212)
H (3.6141, -1.3056, -5.6763)
H (-4.5710, 7.7564, 4.3429)
H (0.4820, -3.3177, 4.2427)
H (1.8583, -2.5474, -4.8743)
H (-0.5196, 1.8189, 9.9352)
H (-2.9563, 0.5977, 3.9374)
H (-3.0359, 2.9567, 1.9709)
H (-0.5372, 6.6094, 3.4705)
H (3.3601, 4.2522, 1.6276)
H (5.1132, 4.4199, -0.1021)
H (-0.5791, 0.0967, 8.1662)
H (5.2079, -0.9373, -5.1347)
H (-1.6046, 1.7258, 3.8314)
H (0.6084, 1.1818, 6.2778)
H (2.9010, -2.8643, 4.8789)
H (0.0846, 3.4486, -6.2444)
H (-5.8911, 3.3050, 3.2750)
H (-1.4843, 1.6164, -6.7717)
H (2.2294, 2.3621, 5.0713)
H (-3.9982, 1.4730, 1.9362)
H (-5.1345, 5.4132, 4.8636)
H (-2.2777, 8.3607, 3.6530)
H (2.3870, 2.9618, -3.0475)
H (-5.2619, 1.7695, 7.2442)
H (3.3947, 1.5033, 4.1276)
H (-0.6080, -2.3620, 0.8016)
H (-0.4793, -1.2927, 2.0060)
H (2.5131, 0.2722, -1.7269)
H (0.2828, 5.3880, -0.6778)
H (1.1509, -3.8015, 2.1803)
H (-1.8535, 0.5046, 6.0820)
H (-0.4286, -2.9327, -3.9627)
H (0.7127, 3.9189, -3.9161)
H (1.6584, -2.2493, 5.9332)
H (-4.5736, 4.4080, -0.8071)
H (-2.9541, 2.5943, -1.1794)
H (-2.4889, 0.2837, -4.9501)
H (0.6858, -0.5187, 6.3590)
H (-8.3195, 2.9546, 3.5313)
H (2.6668, -3.0015, 2.5106)
H (-1.7562, 3.9392, 9.6401)
H (-3.0383, 4.3501, 7.5745)
H (-1.1179, -1.7448, -1.9194)
H (1.1096, 3.4123, 1.0342)
H (1.6820, -2.4031, 0.3894)
H (-1.8361, 0.7286, -2.6113)
H (-7.6920, 1.4306, 7.4866)
H (-9.2216, 2.0397, 5.6429)
H (-1.0942, 4.2589, 3.9691)
H (4.6220, 3.7664, -2.4331)
H (3.4802, -0.7351, 4.2032)

Results
DFT total energy in hartree: -5165.2379
ΔE to the lowest compared entry with this formula, charge and spin in kJ/mol: 87.3
Max |F| in eV/A: 2.54
Molecular weight in g mol⁻¹: 1118.5
E_HOMO (spin up / spin down) in eV: -14.3 / -14.3
Spin multiplicity: 3
Charge: +3

***

Entry 3:
The following is a quantum chemistry calculation of C51H60BN10P2ReS2 as an isolated structure, from the OMol25 dataset.

CARTESIAN COORDINATES (ANGSTROEM)
Re (1.0488, -0.8828, 1.8934)
S (-1.0729, -2.8166, 0.0944)
S (-1.9948, 0.9021, -3.1108)
P (-0.4079, 1.1540, 2.2151)
P (2.2491, 0.7210, 0.4655)
N (1.4820, 3.0195, -0.8383)
N (0.0781, -1.6162, 0.2656)
N (2.5198, -2.4843, 1.8434)
N (0.5622, -3.0499, 4.0504)
N (2.3362, -1.3571, 4.5552)
N (2.1088, -0.3866, 3.6136)
N (-0.0926, -2.2956, 3.1366)
N (-0.6239, 3.5118, 0.9168)
N (2.7840, -3.1944, 2.9680)
N (-0.8805, 0.6318, -1.9428)
C (-0.8990, 5.7086, 0.0006)
C (-2.9962, -2.4069, -1.7678)
C (1.1569, 5.1673, -1.8479)
C (-1.6311, -2.5755, -1.5767)
C (-0.7477, -2.6698, -2.6507)
C (-1.2504, -2.5966, -3.9394)
C (-2.7274, 3.4009, -2.1881)
C (-2.5631, 0.4028, 3.6863)
C (-2.8097, 0.1376, 1.1768)
C (-3.0224, 2.3536, 2.2084)
C (-0.3921, -4.4727, 0.0031)
C (3.6643, -4.1625, 2.7051)
C (0.9216, -6.2091, 0.9766)
C (-4.4042, 1.6279, -2.1289)
C (0.1526, 2.2796, -4.1607)
C (-5.3180, 2.5158, -1.5839)
C (1.1132, 2.1218, 0.0405)
C (-0.5287, 6.6391, -0.9245)
C (3.5032, 1.8021, 1.2606)
C (2.9698, -0.8384, 5.5972)
C (0.8007, 2.8613, -5.2379)
C (-1.6562, 1.6145, -5.6574)
C (-3.6595, 4.2742, -1.6521)
C (-1.5410, -3.7054, 4.1256)
C (4.5669, -0.3441, -0.4776)
C (-4.9442, 3.8327, -1.3511)
C (0.2276, 2.8363, -6.5041)
C (0.0144, 2.3659, 0.9080)
C (3.1769, 0.5207, 5.3758)
C (-3.4900, -2.3466, -3.0667)
C (-0.9801, -5.3759, -0.8805)
C (3.6131, 1.3237, -2.0419)
C (-0.2513, 4.4500, 0.0195)
C (0.7944, 4.1839, -0.8968)
C (-1.0724, 1.6693, -4.3965)
C (3.9861, -4.1126, 1.3600)
C (0.5317, -4.8783, 0.9530)
C (0.3692, -7.1173, 0.0867)
C (-2.2738, 1.0190, 2.3043)
C (-0.2798, -3.8976, 4.6516)
C (0.5018, 6.3631, -1.8607)
C (-2.6205, -2.4481, -4.1445)
C (3.2474, -3.0493, 0.8688)
C (3.2422, 0.2065, -1.0535)
C (-0.0513, 2.1411, 3.7091)
C (-0.9966, 2.2161, -6.7168)
C (-1.3726, -2.6906, 3.1926)
C (-3.1249, 2.0894, -2.4135)
C (2.6438, 0.7441, 4.1300)
C (2.5072, -0.8547, -1.8798)
C (-0.5869, -6.7033, -0.8320)
B (2.0563, -2.8487, 4.2769)
H (-3.0117, -2.4297, -5.1533)
H (3.6605, 1.2265, 6.0263)
H (-2.4507, -4.2097, 4.3962)
H (4.1422, 0.8536, -2.8741)
H (1.6455, -0.4214, -2.3978)
H (0.3072, -2.8574, -2.4872)
H (-0.5816, -2.6918, -4.7846)
H (-2.5017, 1.1589, 4.4679)
H (-1.4320, 2.1914, -7.7056)
H (0.8467, 2.7357, 3.5570)
H (0.0731, -4.5629, 5.4212)
H (-0.8746, 2.8349, 3.8730)
H (-6.3247, 2.1878, -1.3655)
H (4.0120, -4.8108, 3.4918)
H (-2.1234, -2.2172, 2.5906)
H (5.0305, -1.0107, -1.2072)
H (5.2688, 0.4667, -0.2928)
H (-3.3862, 5.3050, -1.4814)
H (-3.8695, -0.0638, 1.3511)
H (-1.8879, -0.4087, 3.9536)
H (4.2907, 2.0599, -1.6116)
H (3.2633, -1.4652, 6.4231)
H (4.2069, 1.2304, 1.8618)
H (-1.0084, 7.6084, -0.9441)
H (1.9731, 4.9535, -2.5253)
H (1.6535, -6.5354, 1.7025)
H (-3.6671, -2.3647, -0.9184)
H (-2.2955, -0.8139, 1.0945)
H (2.6036, 1.6590, 3.5777)
H (4.6669, -4.7479, 0.8230)
H (-4.6825, 0.6025, -2.3436)
H (-3.5822, 0.0113, 3.6983)
H (4.4544, -0.8956, 0.4558)
H (2.4503, -3.5205, 5.1778)
H (0.6736, -8.1542, 0.1139)
H (-2.9269, 2.8109, 1.2244)
H (-1.4221, 0.3032, -1.1368)
H (0.9199, -4.1771, 1.6753)
H (3.1872, -1.2494, -2.6371)
H (2.7476, 1.8466, -2.4335)
H (-1.0283, -7.4151, -1.5153)
H (-2.7028, 3.0798, 2.9536)
H (0.0749, 1.5050, 4.5823)
H (-2.7466, 0.6658, 0.2210)
H (-1.7258, -5.0658, -1.5979)
H (0.6028, 2.2770, -3.1764)
H (2.1730, -1.7092, -1.2945)
H (-2.6069, 1.1188, -5.8133)
H (0.7439, 3.2970, -7.3350)
H (-1.6705, 5.9002, 0.7351)
H (-5.6667, 4.5286, -0.9468)
H (3.0119, 2.5483, 1.8841)
H (4.0415, 2.3467, 0.4860)
H (-4.5556, -2.2560, -3.2339)
H (3.2063, -2.6769, -0.1346)
H (1.7616, 3.3352, -5.0909)
H (-4.0796, 2.1423, 2.3900)
H (0.4043, -1.3484, -0.6575)
H (0.7803, 7.1269, -2.5740)
H (-1.7328, 3.7406, -2.4501)

Results
DFT total energy in hartree: -4108.4033
ΔE to the lowest compared entry with this formula, charge and spin in kJ/mol: 0.0
Max |F| in eV/A: 0.67
Molecular weight in g mol⁻¹: 1136.2
E_HOMO (spin up / spin down) in eV: -14.9 / -14.9
Spin multiplicity: 2
Charge: +3